Entry 1:
# C33H65I2NO9S

A molecular structure, C33H65I2NO9S (ωB97M-V with the def2-TZVPD basis set, OMol25).

## Properties
Orbital gap   7.8 eV
Highest occupied orbital energy   -7.84 eV
Molecular weight   905.76 g mol⁻¹

Atoms and positions in Å:
C1 7.92678 -0.56052 -2.86360
C2 8.05143 0.48469 -1.79062
I1 9.96866 0.55604 -0.92839
C3 7.04308 1.27047 -1.40886
I2 7.32076 2.69063 0.14824
C4 5.67415 1.24182 -1.97556
C5 5.41157 1.07853 -3.33482
C6 4.11550 1.02659 -3.82439
C7 3.04865 1.15761 -2.95131
C8 3.27583 1.32873 -1.58612
C9 4.58167 1.37938 -1.11834
N1 2.18421 1.44480 -0.70158
C10 1.17600 0.46954 -0.86712
C11 0.66121 -0.24063 0.21867
C12 -0.33265 -1.18997 0.02550
C13 -0.84711 -1.44771 -1.23415
C14 -0.32775 -0.75227 -2.31886
C15 0.67071 0.19361 -2.13366
S1 1.36118 1.10709 -3.48866
H1 6.95347 -1.03762 -2.82942
H2 8.05023 -0.08383 -3.83281
H3 8.70186 -1.30964 -2.76808
H4 6.22693 0.97398 -4.02879
H5 3.92187 0.89916 -4.87718
H6 4.72771 1.52981 -0.06047
H7 2.50782 1.43783 0.25601
H8 1.06436 -0.01890 1.19859
H9 -0.70338 -1.70985 0.89762
H10 -1.61497 -2.18726 -1.35244
H11 -0.71554 -0.94657 -3.30648
C16 -5.16029 -3.39141 0.97582
C17 -3.75163 -3.04621 0.53620
O1 -3.75237 -2.24670 -0.64298
H12 -5.68208 -3.93850 0.18943
H13 -5.14912 -4.00320 1.87997
H14 -5.72789 -2.48318 1.17969
H15 -3.18633 -3.95324 0.32038
H16 -3.22499 -2.49115 1.31857
H17 -4.24152 -1.44027 -0.45018
C18 -0.80330 4.55835 -5.61748
C19 0.06788 5.47913 -4.78187
O2 0.64342 4.78468 -3.68196
H18 -1.59394 4.12733 -5.00288
H19 -1.25914 5.09424 -6.45211
H20 -0.21358 3.73065 -6.01842
H21 -0.52599 6.29235 -4.36477
H22 0.86659 5.91673 -5.39189
H23 1.17936 4.06718 -4.03511
C20 13.94610 2.56783 -0.99416
C21 14.82427 1.73968 -1.91374
O3 15.59772 0.78225 -1.19252
H24 14.55004 3.09099 -0.25220
H25 13.37082 3.30153 -1.56034
H26 13.24952 1.92364 -0.45247
H27 15.53327 2.37465 -2.44273
H28 14.20950 1.22036 -2.65762
H29 14.98714 0.20312 -0.72658
C22 -1.58513 -0.30873 4.26261
C23 -2.82042 -0.33990 3.38041
O4 -2.73546 0.62306 2.33382
H30 -1.45695 0.68148 4.70087
H31 -1.65734 -1.04242 5.06730
H32 -0.68760 -0.52561 3.67725
H33 -3.71066 -0.10666 3.96161
H34 -2.94437 -1.33343 2.94039
H35 -1.96107 0.41353 1.80056
C24 -7.95107 -2.28295 4.61962
C25 -6.55861 -1.92649 4.13387
O5 -6.59824 -1.14127 2.94272
H36 -8.49631 -2.82849 3.85040
H37 -7.90819 -2.89757 5.51953
H38 -8.52684 -1.38472 4.84577
H39 -5.99421 -2.82591 3.89122
H40 -6.01018 -1.37918 4.90932
H41 -7.08218 -0.33416 3.14147
C26 -0.92005 8.80612 -2.03960
C27 -2.17566 8.75800 -2.89101
O6 -2.15234 9.76434 -3.90176
H42 -0.81697 9.78722 -1.57517
H43 -0.94597 8.04641 -1.25716
H44 -0.03118 8.63975 -2.65294
H45 -3.05920 8.94334 -2.28277
H46 -2.28654 7.77583 -3.36336
H47 -1.38179 9.60593 -4.45466
C28 15.08430 -0.75233 -5.00896
C29 14.20505 -1.52337 -4.04265
O7 12.81809 -1.32602 -4.31419
H48 14.85753 0.31330 -4.96096
H49 16.14056 -0.89624 -4.77820
H50 14.90709 -1.07925 -6.03655
H51 14.37344 -1.18219 -3.02207
H52 14.43525 -2.59311 -4.08676
H53 12.64690 -1.63333 -5.20910
C30 -12.14630 -3.87121 7.31313
C31 -10.77708 -3.47139 6.79542
O8 -10.86745 -2.66780 5.61991
H54 -12.70040 -4.42019 6.54869
H55 -12.05990 -4.50010 8.20115
H56 -12.72940 -2.98314 7.57451
H57 -10.20068 -4.35421 6.52077
H58 -10.21800 -2.92491 7.56420
H59 -11.36612 -1.87712 5.84553
C32 -14.34967 -7.05847 3.46196
C33 -13.61882 -7.13346 4.78933
O9 -13.91499 -6.01175 5.62002
H60 -14.08544 -6.14113 2.93546
H61 -14.10107 -7.91092 2.82839
H62 -15.43122 -7.04817 3.61685
H63 -12.54134 -7.12506 4.63301
H64 -13.87993 -8.05558 5.31888
H65 -14.86353 -6.00674 5.78096

Mulliken atomic charge list, values in e, 4 entries: -1.500, 0.333, 0.163, -0.770

---

Entry 2:
# C33H65N3O43PS10

11 unconnected molecules or ions with the total composition C33H65N3O43PS10 in a non-equilibrium geometry (ωB97M-V with the def2-TZVPD basis set, OMol25).

## Properties
Orbital gap   8.7 eV
Net charge   +1
Highest occupied orbital energy   -11.30 eV
Molecular weight   1543.51 g mol⁻¹

Atoms and positions in Å:
C1 -1.18425 3.68224 0.94386
C2 -2.41435 2.82272 1.47535
C3 -3.82226 3.45567 1.38541
C4 -5.08164 2.70866 1.89157
C5 -4.94020 1.27213 2.46166
C6 -3.52959 0.66016 2.53973
C7 -2.21733 1.38991 2.06741
C8 -0.82619 0.64665 2.25574
N1 -0.10989 0.96992 3.57465
N2 0.98003 0.04470 3.61258
C9 0.44514 2.36559 3.63582
C10 1.58552 2.70552 2.56098
C11 3.08556 2.37846 3.02685
C12 3.52924 3.03897 4.42375
N3 3.73123 1.93933 5.41687
C13 -0.97287 0.58434 4.75557
P1 -1.78499 2.00149 5.68156
O1 -0.84450 2.79710 6.60410
O2 -2.94909 1.27720 6.72701
O3 -2.64317 3.10576 4.73131
H1 -0.35284 2.97436 0.58869
H2 -0.70830 4.33801 1.76625
H3 -1.53303 4.40614 0.10774
H4 -3.90253 4.51150 0.96646
H5 -6.08954 3.23005 1.83426
H6 -5.82128 0.66038 2.86238
H7 -3.38446 -0.38810 2.96992
H8 -1.07088 -0.48007 2.33113
H9 -0.15620 0.76857 1.34449
H10 1.38203 -0.05954 2.65669
H11 0.60265 -0.91085 3.80660
H12 -0.36419 3.17939 3.50633
H13 0.87477 2.49475 4.70096
H14 1.54253 3.85057 2.40168
H15 1.43340 2.24506 1.52895
H16 3.77942 2.83072 2.21742
H17 3.23658 1.24935 2.96020
H18 4.56474 3.53242 4.25911
H19 2.76207 3.78652 4.84850
H20 3.95305 1.03782 4.97680
H21 2.88284 1.76476 5.97742
H22 -1.78324 -0.18619 4.46468
H23 -0.31509 0.02850 5.52700
H24 -3.72972 1.88836 6.77474
H25 -2.59671 4.02074 5.08648
C14 2.01048 -4.83262 3.44768
C15 1.23538 -5.29130 4.67258
O4 0.13097 -4.38690 4.76929
S1 -0.30613 -3.92672 3.28007
O5 -1.41205 -4.73245 2.86276
O6 -0.33838 -2.48790 3.24470
O7 1.01520 -4.43654 2.49789
H26 2.63182 -3.95799 3.67138
H27 2.63690 -5.62512 3.03650
H28 1.83728 -5.26326 5.58048
H29 0.83500 -6.29963 4.53354
C16 -3.34589 2.26300 -3.31922
C17 -2.70698 2.87864 -4.55269
O8 -2.34568 4.20581 -4.16024
S2 -1.95834 4.20612 -2.58670
O9 -0.53017 4.12240 -2.47619
O10 -2.73159 5.21945 -1.93042
O11 -2.58035 2.75679 -2.21240
H30 -4.37855 2.60255 -3.19717
H31 -3.32327 1.16567 -3.34526
H32 -3.38515 2.90058 -5.40547
H33 -1.79150 2.34743 -4.82994
C18 -1.84090 -1.32665 -0.37431
C19 -2.93108 -2.34248 -0.07456
O12 -3.98130 -2.03574 -0.99069
S3 -3.33677 -1.46085 -2.36396
O13 -3.25362 -2.53957 -3.30653
O14 -3.96187 -0.20637 -2.66846
O15 -1.84785 -1.17118 -1.79294
H34 -2.07094 -0.35644 0.07541
H35 -0.86002 -1.66202 -0.03273
H36 -3.28688 -2.28076 0.95405
H37 -2.58947 -3.36136 -0.27985
C20 1.37565 1.28324 -6.11595
C21 2.48144 0.49428 -5.43420
O16 1.80508 -0.37450 -4.51715
S4 0.36437 -0.78068 -5.14071
O17 0.49119 -2.06101 -5.77060
O18 -0.64712 -0.49154 -4.16779
O19 0.30631 0.35175 -6.30005
H38 1.01494 2.09370 -5.47560
H39 1.69338 1.69369 -7.07518
H40 3.18667 1.13716 -4.90680
H41 3.02396 -0.12717 -6.15492
C22 7.42367 6.82267 5.49047
C23 6.30839 5.83620 5.79693
O20 5.27251 6.14750 4.86385
S5 5.94440 6.68225 3.48510
O21 6.01564 5.58459 2.56515
O22 5.35092 7.94022 3.15101
O23 7.43359 6.95085 4.06837
H42 7.21072 7.80558 5.91968
H43 8.39277 6.47363 5.84818
H44 5.94410 5.92505 6.82024
H45 6.62999 4.80656 5.61403
C24 -2.18949 -5.64695 -2.39337
C25 -3.10870 -6.62670 -3.10358
O24 -3.11334 -7.79315 -2.27771
S6 -2.94002 -7.34647 -0.72762
O25 -4.24171 -7.29644 -0.12543
O26 -1.85081 -8.08268 -0.16286
O27 -2.45067 -5.82347 -0.99959
H46 -1.13850 -5.88871 -2.57563
H47 -2.38059 -4.61399 -2.68985
H48 -2.76382 -6.86719 -4.10894
H49 -4.13191 -6.24313 -3.15292
C26 -5.10037 -8.35902 3.25151
C27 -6.01909 -9.34167 2.54312
O28 -6.02317 -10.50581 3.37010
S7 -5.85094 -10.05552 4.91994
O29 -7.14989 -10.00565 5.52143
O30 -4.76117 -10.79048 5.48589
O31 -5.36208 -8.53265 4.64484
H50 -4.04937 -8.60029 3.06954
H51 -5.29204 -7.32776 2.95383
H52 -5.67342 -9.58374 1.53834
H53 -7.04278 -8.95911 2.49269
C28 -0.27445 8.30842 -5.07243
C29 -1.38101 7.31252 -4.76124
O32 -2.42558 7.61849 -5.68433
S8 -1.76891 8.16316 -7.06523
O33 -1.69675 7.07109 -7.98982
O34 -2.37589 9.41692 -7.39082
O35 -0.27563 8.44158 -6.49402
H54 -0.49141 9.28833 -4.63804
H55 0.69980 7.96515 -4.72277
H56 -1.73846 7.39497 -3.73451
H57 -1.05310 6.28641 -4.95047
C30 4.79633 -0.63739 0.42660
C31 4.56137 -2.07035 -0.02503
O36 4.95917 -2.87772 1.08478
S9 4.65171 -2.07764 2.46053
O37 3.39299 -2.53983 2.97859
O38 5.84591 -2.04772 3.24415
O39 4.42060 -0.61123 1.80657
H58 5.85368 -0.36877 0.35632
H59 4.20256 0.07756 -0.14408
H60 5.13781 -2.32640 -0.91362
H61 3.49985 -2.25590 -0.21474
C32 4.52830 -2.97335 -9.50220
C33 3.02818 -3.16192 -9.33944
O40 2.60013 -2.05185 -8.54891
S10 3.53361 -0.77058 -8.88728
O41 2.84773 0.04765 -9.84061
O42 4.05544 -0.25373 -7.65428
O43 4.71662 -1.56576 -9.65861
H62 5.06600 -3.29140 -8.60462
H63 4.92007 -3.50854 -10.36759
H64 2.77781 -4.10273 -8.84968
H65 2.51601 -3.10718 -10.30431

Mulliken atomic charge list, values in e, 4 entries: -0.764, 0.794, -0.876, -0.667

---

Entry 3:
# C33H66O33

11 unconnected molecules or ions with the total composition C33H66O33 in a non-equilibrium geometry (ωB97M-V with the def2-TZVPD basis set, OMol25).

## Properties
Orbital gap   11.0 eV
Energy relative to the best compared isomer or geometry (same formula, charge and spin)   29.9 kcal per mole
Highest occupied orbital energy   -10.63 eV
Molecular weight   990.86 g mol⁻¹

Atoms and positions in Å:
C1 -1.73367 0.04430 0.54424
O1 -0.75261 -0.97896 0.76657
C2 0.38221 -0.93871 0.07174
O2 0.63189 -0.14936 -0.80285
O3 1.08076 -2.01276 0.41262
C3 2.49558 -2.01058 0.22083
H1 -1.59737 0.62093 -0.36976
H2 -1.57699 0.69821 1.39810
H3 -2.70663 -0.41523 0.42196
H4 2.85971 -2.81364 0.85730
H5 3.03195 -1.11361 0.52610
H6 2.70931 -2.23897 -0.82213
C4 -3.10368 2.55888 -7.50217
O4 -3.15353 2.44669 -6.07909
C5 -2.03744 2.01695 -5.49601
O5 -1.01946 1.68261 -6.01692
O6 -2.25293 2.02882 -4.17946
C6 -1.28005 1.36604 -3.38930
H7 -2.23961 3.15513 -7.79617
H8 -4.01751 3.08857 -7.75713
H9 -3.06440 1.57114 -7.95875
H10 -0.27876 1.71597 -3.65251
H11 -1.24240 0.30776 -3.66151
H12 -1.49261 1.48714 -2.33551
C7 0.36628 -2.69365 -3.12337
O7 -0.82928 -3.43198 -3.23629
C8 -1.94603 -2.86449 -2.75455
O8 -2.01606 -1.76024 -2.26901
O9 -2.94784 -3.65011 -3.03622
C9 -4.21387 -3.43406 -2.44885
H13 0.97615 -3.09427 -2.31177
H14 0.24924 -1.62228 -2.95392
H15 0.98758 -2.74356 -4.01808
H16 -4.11326 -3.40026 -1.35993
H17 -4.83650 -4.31604 -2.59554
H18 -4.77894 -2.57653 -2.80549
C10 1.01855 3.10156 -0.91639
O10 1.04237 3.70441 -2.21260
C11 0.32194 4.80970 -2.37338
O11 -0.17044 5.43752 -1.48032
O12 0.23850 5.05726 -3.66952
C12 -0.34284 6.29541 -4.06604
H19 1.11930 3.88949 -0.16703
H20 1.89592 2.46513 -0.88409
H21 0.07189 2.57895 -0.79599
H22 -0.52700 6.21821 -5.13175
H23 0.33597 7.11275 -3.82548
H24 -1.27914 6.47747 -3.53812
C13 1.68787 -3.54297 3.89722
O13 2.83760 -3.93371 4.61410
C14 3.74149 -3.01398 4.92465
O14 3.70826 -1.88125 4.52993
O15 4.64225 -3.63036 5.69051
C15 5.82486 -2.88573 5.95943
H25 1.29932 -2.58227 4.24575
H26 0.96302 -4.34480 3.85685
H27 1.93542 -3.23281 2.87425
H28 5.71703 -1.88730 6.37701
H29 6.44883 -2.86087 5.06417
H30 6.37643 -3.48084 6.68655
C16 -8.92601 0.22813 -2.13283
O16 -7.70516 0.79140 -1.70538
C17 -6.58632 0.11387 -1.89489
O17 -6.49446 -1.02129 -2.26153
O18 -5.59141 0.92264 -1.58346
C18 -4.24286 0.56591 -1.70248
H31 -9.72415 0.96275 -2.13183
H32 -9.21833 -0.58420 -1.46040
H33 -8.91723 -0.27987 -3.09873
H34 -3.59946 1.36016 -1.33750
H35 -3.98021 0.45749 -2.76121
H36 -4.01525 -0.41188 -1.27832
C19 -2.16039 4.56600 1.02063
O19 -1.26004 5.54576 1.52826
C20 -0.96424 5.50306 2.81604
O20 -1.47107 4.76748 3.61957
O21 0.02985 6.35259 3.02265
C21 0.40524 6.64330 4.35429
H37 -2.05731 3.61315 1.54146
H38 -1.87928 4.37713 -0.01231
H39 -3.17323 4.94393 1.14285
H40 0.68945 7.69008 4.42666
H41 1.29928 6.07701 4.62591
H42 -0.36141 6.38474 5.08249
C22 -1.14828 -4.02693 0.36598
O22 -2.16394 -5.02756 0.35596
C23 -3.33499 -4.78543 0.92084
O23 -4.15889 -5.64808 1.06736
O24 -3.45751 -3.52828 1.29820
C24 -4.59399 -3.11699 2.02986
H43 -0.29405 -4.33844 -0.22956
H44 -0.78953 -3.87824 1.38353
H45 -1.51807 -3.09141 -0.04211
H46 -5.51897 -3.39066 1.51878
H47 -4.60565 -2.03588 2.14217
H48 -4.64656 -3.58433 3.01303
C25 5.24998 -4.63940 1.61315
O25 6.42940 -4.67553 0.82872
C26 6.58592 -3.70668 -0.09225
O26 5.81171 -2.82041 -0.33410
O27 7.66790 -3.99985 -0.79597
C27 8.00103 -3.04234 -1.81513
H49 4.83717 -3.62974 1.64665
H50 5.51423 -4.95168 2.62142
H51 4.47320 -5.29509 1.21690
H52 7.16777 -2.82615 -2.48593
H53 8.79356 -3.57026 -2.33630
H54 8.24706 -2.07222 -1.38390
C28 6.41192 -0.66286 1.89346
O28 7.74697 -0.78951 1.35793
C29 8.45946 0.27842 1.13390
O29 8.15601 1.41533 1.37747
O30 9.61417 -0.10527 0.57654
C30 10.51464 0.94942 0.31424
H55 6.49731 -0.02990 2.77445
H56 6.14510 -1.65686 2.23631
H57 5.75157 -0.30345 1.11278
H58 10.89819 1.40197 1.23093
H59 10.06215 1.79709 -0.20704
H60 11.33718 0.61818 -0.31282
C31 -6.95185 2.00852 1.20051
O31 -6.11849 2.33933 2.31169
C32 -4.90451 1.85404 2.42095
O32 -4.38810 0.92316 1.84310
O33 -4.27088 2.52785 3.37254
C33 -3.09099 1.95858 3.88732
H61 -6.76574 2.52472 0.26059
H62 -7.96009 2.34092 1.44426
H63 -6.95125 0.92729 1.08996
H64 -3.25889 0.96816 4.32017
H65 -2.73622 2.54640 4.72989
H66 -2.28886 1.87990 3.15670

Mulliken atomic charge list, values in e, 4 entries: 0.895, -0.421, 0.625, -0.581